# 1
Density functional theory data (ωB97M-V with the def2-TZVPD basis set) for 2 unconnected molecules or ions with the total composition C4H7FO.

Geometry as ORCA input:
```
! RIJCOSX wB97M-V def2-TZVPD def2/J DEFGRID3
* xyz 0 1
C 2.29801 -0.21945 0.31320
H 2.13486 0.87794 0.70777
O -1.18402 0.51138 0.71047
H -0.69185 0.84605 -1.39012
H 1.53795 -2.04479 -0.39421
H 3.34398 -0.26434 0.16116
H -1.39458 -1.26741 1.44379
H -0.90578 2.31980 -0.18554
C -1.11153 -0.81077 0.52433
C 1.41804 -1.13347 -0.03231
C -1.27189 1.28805 -0.48776
F -1.74939 -1.33332 -0.54045
H -2.42378 1.23034 -0.83035
*
```

Calculated values
calculated total energy	-331.505716	Eh
E_LUMO (spin up / spin down)	0.924 / 0.536	eV
ΔE to the lowest compared entry with this formula, charge and spin	127.78	kcal per mole
HOMO-LUMO gap (spin up / spin down)	9.2 / 8.5	eV

Charge distribution, Löwdin scheme, values in e: -0.121 0.082 -0.137 0.109 -0.034 0.014 0.116 0.104 -0.214 0.013 -0.091 0.031 0.129

=====

# 2
Density functional theory data (ωB97M-V with the def2-TZVPD basis set) for C4H7FS in the gas phase.

Geometry as ORCA input:
```
! RIJCOSX wB97M-V def2-TZVPD def2/J DEFGRID3
* xyz 0 1
H 0.34192 -1.69810 2.21982
H -1.26088 0.48106 1.69043
H 0.61934 -1.60274 0.46608
H -1.93193 -1.10179 1.29731
C 0.79943 0.84077 -2.04777
S -1.32448 -0.05492 -0.74294
H 1.05245 -0.23013 1.39882
F 1.76166 1.65984 -2.42812
C -0.03974 1.12423 -1.07326
H 0.05173 2.11141 -0.57353
H 0.80403 -0.12519 -2.58037
C -1.13866 -0.38640 1.04457
C 0.26513 -1.01805 1.32895
*
```

Calculated values
calculated total energy	-654.622291	Eh
E_LUMO	0.940	eV
SMILES	CCS/C=C/F
ΔE to the lowest compared entry with this formula, charge and spin	26.79	kcal per mole
HOMO-LUMO gap	9.6	eV

Charge distribution, Löwdin scheme, values in e: 0.076 0.065 0.054 0.062 -0.277 0.844 0.069 0.031 -0.436 0.100 0.118 -0.527 -0.180

=====

# 3
Density functional theory data (ωB97M-V with the def2-TZVPD basis set) for C4H7FS in the gas phase.

Geometry as ORCA input:
```
! RIJCOSX wB97M-V def2-TZVPD def2/J DEFGRID3
* xyz 0 1
C 0.95818 1.58356 -0.01272
C 1.29979 -0.79420 0.35262
C 0.33919 0.20405 -0.25350
S -2.36408 -0.25835 -0.17623
H -0.90631 0.17550 1.60254
F 2.55795 -0.69559 -0.30368
H 0.89910 1.81671 1.08419
H 0.23064 0.03345 -1.24937
C -0.94800 0.10930 0.45236
H 0.87853 -1.78308 0.28594
H 0.36590 2.31998 -0.54187
H 1.42188 -0.53568 1.42170
H 2.01910 1.75068 -0.28291
*
```

Calculated values
calculated total energy	-654.619947	Eh
E_LUMO	-0.379	eV
SMILES	C[C@H](C=S)CF
ΔE to the lowest compared entry with this formula, charge and spin	28.26	kcal per mole
HOMO-LUMO gap	8.6	eV

Charge distribution, Löwdin scheme, values in e: -0.063 -0.164 -0.460 0.728 0.096 -0.058 0.097 0.098 -0.690 0.118 0.076 0.130 0.091

=====

# 4
Density functional theory data (ωB97M-V with the def2-TZVPD basis set) for a molecular structure, C4H7HgO2.

Geometry as ORCA input:
```
! RIJCOSX wB97M-V def2-TZVPD def2/J DEFGRID3
* xyz -1 1
O -1.95339 -0.79601 -0.47761
C 2.16101 1.79747 -0.21124
H 1.94924 -0.38073 -0.16281
H -0.09201 -1.58077 -0.39057
O 1.27712 2.84557 -0.47898
H 0.01283 2.00880 -0.63503
H 1.71582 0.40425 -1.76568
H 3.11038 1.93579 -0.77099
Hg -3.19284 -2.28336 -0.04949
C 1.50538 0.48155 -0.68610
H -0.32453 1.01526 0.51340
H 2.32392 1.68737 0.88680
C -0.69982 -0.66445 -0.53901
C -0.00394 0.57206 -0.44737
*
```

Calculated values
calculated total energy	-460.405252	Eh
E_LUMO	3.529	eV
HOMO-LUMO gap	7.2	eV

Charge distribution, Löwdin scheme, values in e: -0.573 -0.431 0.092 0.102 -0.341 0.215 0.100 0.090 0.360 -0.251 0.120 0.090 -0.349 -0.224

=====

# 5
Density functional theory data (ωB97M-V with the def2-TZVPD basis set) for a molecular structure, C4H7HoO2.

Geometry as ORCA input:
```
! RIJCOSX wB97M-V def2-TZVPD def2/J DEFGRID3
* xyz 1 6
H 2.95082 -1.05407 -2.52785
O -0.29162 1.49918 -0.18408
C 1.61992 0.78208 1.03230
Ho -1.68089 0.48283 -1.71937
C 0.29505 -1.82548 -1.28130
C 1.08990 -1.56971 -2.34741
O 2.06006 -0.65613 -2.44738
H -0.23999 1.35313 1.85214
H 2.29917 0.80980 0.17614
H 0.31161 -1.42773 -0.26487
H 0.94827 -2.10536 -3.29092
H 2.02505 0.54753 2.01688
C 0.35608 1.26976 0.92553
H -0.38445 -2.67438 -1.36737
*
```

Calculated values
calculated total energy	-1254.738999	Eh
expectation value of S²	8.75
E_LUMO (spin up / spin down)	-4.938 / -5.892	eV
HOMO-LUMO gap (spin up / spin down)	6.5 / 5.6	eV

Charge distribution, Löwdin scheme, values in e: 0.151 -0.464 0.001 1.605 -0.060 -0.284 0.013 0.111 0.055 0.053 0.128 0.055 -0.427 0.064

=====

# 6
Density functional theory data (ωB97M-V with the def2-TZVPD basis set) for 2 unconnected molecules or ions with the total composition C4H7I.

Geometry as ORCA input:
```
! RIJCOSX wB97M-V def2-TZVPD def2/J DEFGRID3
* xyz 0 1
H 1.07050 -1.56736 0.66520
H 0.30172 0.70876 -1.08305
C 0.40599 0.05567 -0.24733
C -0.54910 0.37375 0.92948
H 1.58766 -1.36998 -1.17544
H 0.34201 0.94904 -3.05045
H -0.81030 1.44095 0.88976
H -1.45680 -0.10315 0.76073
H -0.16283 0.22262 1.81012
C 1.31360 1.55884 -2.99489
C 1.16773 -0.98510 -0.28248
I 2.84580 0.21107 -2.91666
*
```

Calculated values
calculated total energy	-454.093106	Eh
E_LUMO	-1.245	eV
ΔE to the lowest compared entry with this formula, charge and spin	101.59	kcal per mole
HOMO-LUMO gap	7.6	eV

Charge distribution, Löwdin scheme, values in e: 0.086 0.015 -0.238 -0.063 -0.054 -0.098 0.082 0.056 0.009 -0.528 -0.084 0.817

=====

# 7
Density functional theory data (ωB97M-V with the def2-TZVPD basis set) for a gas-phase ion, C4H7IN (charge +1).

Geometry as ORCA input:
```
! RIJCOSX wB97M-V def2-TZVPD def2/J DEFGRID3
* xyz 1 3
H 1.29160 1.43732 0.49282
I -3.44720 -0.05235 1.69498
N 0.46662 -0.61312 -0.11652
H 0.73996 -0.86109 -1.13597
H -1.50704 -0.95321 -1.09529
C 0.47482 0.92511 -0.03786
H 0.43883 1.22775 -1.08306
C -0.97617 -0.95889 -0.04326
C -1.65704 0.22660 0.69392
H 0.95055 -1.04423 0.68714
H -1.25664 -1.77704 0.53270
C -0.80566 1.26865 0.73015
H -0.90950 2.16149 1.27416
*
```

Calculated values
calculated total energy	-508.610772	Eh
expectation value of S²	2.01
E_LUMO (spin up / spin down)	-3.671 / -6.772	eV
ΔE to the lowest compared entry with this formula, charge and spin	16.79	kcal per mole
HOMO-LUMO gap (spin up / spin down)	6.1 / 7.1	eV

Charge distribution, Löwdin scheme, values in e: 0.142 1.047 0.067 0.224 0.181 -0.076 0.133 -0.184 -0.778 0.199 0.082 -0.134 0.097

=====

# 8
Density functional theory data (ωB97M-V with the def2-TZVPD basis set) for a gas-phase ion, C4H7INO (charge +1).

Geometry as ORCA input:
```
! RIJCOSX wB97M-V def2-TZVPD def2/J DEFGRID3
* xyz 1 1
H 1.02375 1.34484 -0.07905
H 0.27192 0.64289 -1.48345
H -1.06753 1.66625 0.54859
O 1.27074 -2.33170 1.66809
H -1.53698 0.20380 -0.22410
H 1.98593 -0.87675 -0.41993
N -0.83657 0.75014 0.25620
H -0.72474 -0.14348 2.57502
C 0.35856 -0.24432 2.18090
H 0.26209 -1.63197 -0.69575
C 0.96556 -0.83405 -0.24717
C 0.37055 0.50865 -0.42645
I 1.66693 1.05003 2.90384
C 0.88025 -1.32932 1.22469
*
```

Calculated values
calculated total energy	-583.926611	Eh
E_LUMO	-6.578	eV
ΔE to the lowest compared entry with this formula, charge and spin	58.49	kcal per mole
HOMO-LUMO gap	7.7	eV

Charge distribution, Löwdin scheme, values in e: 0.112 0.125 0.107 0.180 0.127 0.115 0.073 0.106 -0.464 0.182 -0.076 -0.330 1.259 -0.515

=====

# 9
Density functional theory data (ωB97M-V with the def2-TZVPD basis set) for a gas-phase ion, C4H7INO2 (charge +1).

Geometry as ORCA input:
```
! RIJCOSX wB97M-V def2-TZVPD def2/J DEFGRID3
* xyz 1 1
I -2.60966 -1.95270 0.27644
H 0.53519 -2.40873 0.57635
H 0.00836 -1.83005 -0.95852
O -0.15753 1.64782 -0.29943
H 1.39748 -0.11854 1.30314
H 0.86029 0.71756 -1.61188
H 2.36170 -0.58618 -0.12123
H -2.52098 2.60882 0.19328
C 1.29949 -0.43036 0.20416
C 1.02804 0.86077 -0.60223
N -0.90470 -1.17003 0.77955
H 1.81603 1.48600 -0.50220
C 0.28318 -1.51275 0.02511
C -1.12952 1.07934 0.25528
O -2.26736 1.60903 0.48217
*
```

Calculated values
calculated total energy	-659.099500	Eh
E_LUMO (spin up / spin down)	-5.654 / -5.979	eV
ΔE to the lowest compared entry with this formula, charge and spin	89.51	kcal per mole
HOMO-LUMO gap (spin up / spin down)	7.7 / 7.3	eV

Charge distribution, Löwdin scheme, values in e: 1.051 0.132 0.093 0.097 0.161 0.121 0.150 0.252 -0.130 -0.089 -0.515 0.104 -0.362 -0.199 0.135

=====

# 10
Density functional theory data (ωB97M-V with the def2-TZVPD basis set) for 2 unconnected molecules or ions with the total composition C4H7IO.

Geometry as ORCA input:
```
! RIJCOSX wB97M-V def2-TZVPD def2/J DEFGRID3
* xyz 0 1
C -1.20312 1.62991 0.25407
H -2.18245 1.30549 0.43147
C -0.74317 -1.46169 0.64238
H -1.26412 -1.89670 1.53931
O -0.46836 0.73676 -0.53938
H 1.09358 -2.29387 -0.66809
C -0.37634 -0.51743 -0.16450
H -0.33733 -2.45844 -1.55091
H 3.14169 1.35643 0.40803
I 4.18097 1.08726 -0.63408
H -0.69074 1.88273 1.10636
C 0.07575 -1.87568 -0.58778
H -1.22638 2.50522 -0.23687
*
```

Calculated values
calculated total energy	-529.383719	Eh
E_LUMO	0.727	eV
SMILES	COC1=CC1.I
ΔE to the lowest compared entry with this formula, charge and spin	91.50	kcal per mole
HOMO-LUMO gap	9.3	eV

Charge distribution, Löwdin scheme, values in e: -0.039 0.093 0.017 0.111 -0.024 0.065 -0.357 0.109 -0.459 0.461 0.076 -0.113 0.059